Here is a cluster of 6 separate species, C5H25N2O5S in total in a non-equilibrium geometry from OMol25. Energies are from ωB97M-V/def2-TZVPD.

The geometry in ORCA input format:
```
! wB97M-V def2-TZVPD RIJCOSX def2/J DEFGRID3
* xyz 1 1
S 2.4020 0.2869 3.2382
O -2.1611 -1.1536 -0.9289
O -0.7057 -3.4072 -1.1085
O -0.9483 0.6633 3.3196
O 1.6770 -2.6449 -0.0753
O -2.2339 2.0398 1.2602
N 0.2925 -0.6761 1.2166
N -0.1266 0.7080 -1.4353
C 1.1658 0.5677 -0.7274
C -0.0397 0.0418 -2.7417
C 2.3699 0.6325 1.4539
C 0.9945 0.5806 0.7951
C -0.4214 2.1333 -1.6389
H 3.0482 -0.0942 0.9959
H -0.5401 -0.8184 0.6334
H -2.2204 1.3775 0.5832
H 0.4011 1.4335 1.1173
H -1.4404 0.5975 4.1458
H 0.9099 -3.0510 -0.5424
H -1.1180 -4.0598 -1.7053
H 0.9095 -1.5034 1.0638
H -3.1095 2.4796 1.2388
H -0.9653 0.1840 -3.3061
H -3.0909 -1.1729 -1.1524
H 0.7670 0.4132 -3.3794
H -1.2722 -2.6273 -1.0794
H -1.3952 2.2264 -2.1208
H 2.8648 1.5810 1.2634
H 1.5538 1.2426 3.6167
H -0.0684 -0.6172 2.1848
H 0.3254 2.6381 -2.2636
H -1.4553 1.2351 2.6981
H -0.4536 2.6634 -0.6893
H 2.2503 -3.3702 0.1917
H 0.0814 -1.0302 -2.5781
H -1.7071 -0.5249 -1.5340
H 1.8208 1.3982 -1.0073
H 1.6392 -0.3728 -1.0025
*
```

Summary:
M ... 225.33 g mol⁻¹
HOMO energy ... -0.4461 Eh
Max |F| ... 1.3 eV Å⁻¹
Frontier orbital gap ... 0.3487 Ha
Relative energy (zero: lowest compared OMol25 entry of this formula, charge and spin) ... 0.000 eV